{"formula": "C10H7LiS2", "method": "ωB97M-V/def2-TZVPD", "elements": ["C", "S", "S", "C", "Li", "C", "C", "C", "C", "C", "C", "C", "C", "H", "H", "H", "H", "H", "H", "H"], "coordinates": [[-1.343, 3.647, 0.628], [-2.898, 3.647, 0.629], [0.203, 3.748, 0.609], [0.854, -0.792, 1.821], [-0.677, -2.074, -0.410], [-0.373, -0.235, 2.262], [-1.014, 0.344, 1.137], [-0.234, 0.073, -0.026], [0.927, -0.659, 0.405], [1.690, -1.370, -0.517], [1.269, -1.445, -1.836], [0.141, -0.721, -2.268], [-0.567, 0.096, -1.391], [1.663, -1.252, 2.386], [-0.720, -0.191, 3.309], [-1.936, 0.933, 1.090], [2.617, -1.815, -0.179], [1.860, -1.996, -2.572], [-0.099, -0.713, -3.345], [-1.361, 0.776, -1.731]], "total_energy_ha": -1189.1459, "lumo_energy_ev": -0.6, "de_lowest_kj_mol": 0.0, "homo_ev": -6.55, "total_charge": 0}